Entry 1:
C12H17N | wB97M-V/def2-TZVPD

Element x y z (Å)
C (3.43, -0.76, 1.23)
C (3.20, -0.65, -0.33)
N (2.37, 0.38, -0.86)
C (1.02, 0.32, -0.15)
C (0.41, 1.51, -0.57)
C (-0.89, 1.88, 0.29)
C (-1.77, 0.67, 0.15)
C (-3.10, 0.91, 0.36)
C (-4.07, -0.08, 0.17)
C (-3.66, -1.44, -0.02)
C (-2.15, -1.67, -0.21)
C (-1.30, -0.59, -0.28)
C (0.14, -0.79, -0.85)
H (2.62, -1.51, 1.68)
H (4.37, -1.39, 1.55)
H (3.29, 0.36, 1.83)
H (2.90, -1.59, -0.74)
H (4.27, -0.37, -0.79)
H (2.77, 1.31, -0.15)
H (1.21, -0.05, 1.04)
H (-0.17, 1.45, -1.60)
H (1.10, 2.32, -0.63)
H (-0.74, 2.16, 1.26)
H (-1.31, 2.83, -0.19)
H (-3.43, 1.92, 0.25)
H (-5.15, 0.20, 0.36)
H (-4.26, -2.30, 0.03)
H (-1.76, -2.65, -0.40)
H (0.57, -1.77, -0.46)
H (0.08, -0.61, -1.98)

The frontier orbital gap comes out at 9.652 eV. The energy above the lowest of the compared OMol25 structures with the same formula, charge and spin comes out at 110.1 kcal/mol. Its spin multiplicity is 1. The structure (SMILES) is CCN[C@H]1CCc2ccccc2C1. The value obtained for the LUMO energy is 0.90 eV.


Entry 2:
C12H17N | wB97M-V/def2-TZVPD

Element x y z (Å)
C (-1.24, 3.09, -1.29)
C (0.10, 2.95, -0.45)
C (0.37, 1.54, -0.01)
C (0.23, 0.99, 1.24)
N (0.45, -0.38, 1.09)
C (0.48, -0.78, -0.19)
C (0.48, -2.05, -0.80)
C (0.54, -1.95, -2.18)
C (0.61, -0.84, -3.10)
C (0.61, 0.35, -2.36)
C (0.55, 0.42, -0.99)
H (-1.23, 2.50, -2.17)
H (-1.75, 4.08, -1.49)
H (-2.07, 2.51, -0.91)
H (0.91, 3.38, -1.15)
H (0.03, 3.68, 0.43)
H (0.11, 1.28, 2.22)
H (0.26, -1.04, 1.87)
H (0.29, -2.97, -0.33)
H (0.61, -2.92, -2.67)
H (0.58, -0.97, -4.16)
H (0.66, 1.18, -3.11)
C (-1.39, -2.29, 3.25)
C (-0.60, -1.10, 3.88)
H (-2.43, -1.97, 3.51)
H (-1.46, -2.40, 2.12)
H (-1.05, -3.16, 3.81)
H (-1.01, -0.14, 3.70)
H (0.46, -1.03, 3.64)
H (-0.44, -1.35, 5.03)

The frontier orbital gap comes out at 8.725 eV. The energy above the lowest of the compared OMol25 structures with the same formula, charge and spin comes out at 54.4 kcal/mol. Its spin multiplicity is 1. The structure (SMILES) is CCc1c[nH]c2ccccc12.CC. The value obtained for the LUMO energy is 0.88 eV.


Entry 3:
C12H17N | wB97M-V/def2-TZVPD

Element x y z (Å)
C (1.85, -2.00, 0.30)
C (2.07, -0.67, -0.28)
C (3.12, -0.13, -1.00)
N (2.87, 1.21, -1.48)
C (1.72, 1.56, -0.84)
C (1.18, 2.81, -0.49)
C (0.10, 2.93, 0.34)
C (-0.52, 1.83, 0.90)
C (0.08, 0.57, 0.68)
C (1.23, 0.50, -0.04)
H (2.47, -2.76, -0.42)
H (0.72, -2.32, 0.12)
H (1.97, -2.15, 1.44)
H (4.10, -0.68, -1.44)
H (3.51, 1.90, -1.80)
H (1.66, 3.77, -0.67)
H (-0.27, 3.94, 0.68)
H (-1.36, 1.87, 1.62)
H (-0.46, -0.24, 1.14)
C (-4.47, -1.88, 1.56)
C (-3.92, -2.76, 0.32)
C (-2.94, -1.91, -0.49)
H (-3.98, -2.29, 2.53)
H (-4.01, -0.88, 1.47)
H (-5.56, -1.76, 1.70)
H (-3.37, -3.65, 0.64)
H (-4.61, -3.21, -0.26)
H (-2.16, -1.32, 0.07)
H (-2.22, -2.53, -1.10)
H (-3.61, -1.28, -1.09)

The frontier orbital gap comes out at 8.902 eV. The energy above the lowest of the compared OMol25 structures with the same formula, charge and spin comes out at 59.6 kcal/mol. Its spin multiplicity is 1. The structure (SMILES) is Cc1c[nH]c2ccccc12.CCC. The value obtained for the LUMO energy is 0.92 eV.


Entry 4:
C12H17N | wB97M-V/def2-TZVPD

Element x y z (Å)
C (-2.62, 1.44, -1.15)
C (-2.24, 1.61, 0.31)
C (-1.77, 0.35, 0.95)
C (-2.47, -0.77, 1.24)
N (-1.65, -1.74, 1.77)
C (-0.40, -1.20, 1.93)
C (0.75, -1.85, 2.36)
C (1.92, -1.12, 2.27)
C (1.94, 0.19, 1.78)
C (0.78, 0.80, 1.32)
C (-0.43, 0.10, 1.41)
H (-1.75, 1.14, -1.73)
H (-2.99, 2.37, -1.57)
H (-3.39, 0.68, -1.28)
H (-1.46, 2.37, 0.41)
H (-3.08, 2.02, 0.89)
H (-3.53, -0.95, 1.09)
H (-1.95, -2.45, 2.42)
H (0.75, -2.89, 2.65)
H (2.87, -1.50, 2.64)
H (2.83, 0.81, 1.77)
H (0.82, 1.80, 0.93)
C (1.48, 0.22, -2.64)
C (2.81, -0.49, -2.94)
H (1.61, 1.29, -2.61)
H (0.74, 0.00, -3.40)
H (1.04, -0.13, -1.71)
H (2.98, -1.34, -2.29)
H (2.79, -0.96, -3.93)
H (3.64, 0.21, -2.88)

The frontier orbital gap comes out at 8.804 eV. The energy above the lowest of the compared OMol25 structures with the same formula, charge and spin comes out at 9.1 kcal/mol. Its spin multiplicity is 1. The structure (SMILES) is CCc1c[nH]c2ccccc12.CC. The value obtained for the LUMO energy is 0.96 eV.


Entry 5:
C12H17N | wB97M-V/def2-TZVPD

Element x y z (Å)
C (-0.45, -3.91, -1.01)
C (-1.04, -2.82, -0.23)
C (-1.92, -2.84, 0.83)
N (-2.22, -1.47, 1.23)
C (-1.68, -0.61, 0.20)
C (-1.84, 0.74, -0.08)
C (-1.08, 1.21, -1.07)
C (-0.20, 0.52, -1.87)
C (0.03, -0.79, -1.58)
C (-0.79, -1.40, -0.65)
H (0.20, -4.63, -0.28)
H (0.02, -3.75, -1.95)
H (-1.14, -4.78, -1.24)
H (-2.35, -3.53, 1.49)
H (-3.21, -1.36, 1.40)
H (-2.46, 1.46, 0.57)
H (-1.18, 2.26, -1.47)
H (0.32, 0.93, -2.74)
H (0.91, -1.39, -1.95)
C (0.63, 2.88, 0.94)
C (2.12, 2.67, 1.40)
C (2.75, 1.70, 0.47)
H (0.65, 3.78, 0.37)
H (-0.17, 2.96, 1.74)
H (0.30, 1.93, 0.54)
H (2.78, 3.54, 1.45)
H (1.97, 2.33, 2.49)
H (2.17, 0.77, 0.31)
H (3.23, 2.30, -0.37)
H (3.64, 1.29, 1.07)

The frontier orbital gap comes out at 8.934 eV. The energy above the lowest of the compared OMol25 structures with the same formula, charge and spin comes out at 67.5 kcal/mol. Its spin multiplicity is 1. The structure (SMILES) is Cc1c[nH]c2ccccc12.CCC. The value obtained for the LUMO energy is 0.94 eV.


Entry 6:
C12H17N | wB97M-V/def2-TZVPD

Element x y z (Å)
C (-2.02, 1.46, -4.17)
C (-1.06, 1.13, -3.06)
C (-0.33, 2.11, -2.48)
N (0.46, 1.54, -1.45)
C (0.14, 0.17, -1.38)
C (0.58, -0.75, -0.43)
C (0.15, -2.05, -0.56)
C (-0.74, -2.36, -1.57)
C (-1.25, -1.44, -2.48)
C (-0.78, -0.11, -2.41)
H (-2.86, 0.79, -4.41)
H (-1.41, 1.28, -5.06)
H (-2.49, 2.45, -4.02)
H (-0.12, 3.18, -2.55)
H (0.78, 1.90, -0.57)
H (1.42, -0.49, 0.17)
H (0.55, -2.90, -0.02)
H (-1.06, -3.43, -1.80)
H (-2.01, -1.67, -3.26)
C (0.40, 0.07, 2.76)
C (0.76, 0.22, 4.25)
C (2.11, -0.60, 4.41)
H (0.30, 1.12, 2.41)
H (-0.72, -0.08, 2.70)
H (0.98, -0.59, 2.11)
H (1.00, 1.23, 4.54)
H (-0.06, 0.02, 4.92)
H (2.76, -0.47, 3.54)
H (2.64, -0.13, 5.25)
H (1.89, -1.62, 4.62)

The frontier orbital gap comes out at 8.778 eV. The energy above the lowest of the compared OMol25 structures with the same formula, charge and spin comes out at 43.5 kcal/mol. Its spin multiplicity is 1. The structure (SMILES) is Cc1c[nH]c2ccccc12.CCC. The value obtained for the LUMO energy is 0.93 eV.


Entry 7:
C12H17N | wB97M-V/def2-TZVPD

Element x y z (Å)
C (2.40, 0.55, -2.28)
C (2.41, -0.18, -0.94)
C (1.13, -0.92, -0.68)
C (0.95, -2.25, -0.77)
N (-0.40, -2.57, -0.76)
C (-1.09, -1.39, -0.53)
C (-2.44, -1.25, -0.26)
C (-2.96, 0.04, -0.22)
C (-2.10, 1.14, -0.24)
C (-0.74, 0.95, -0.38)
C (-0.18, -0.32, -0.52)
H (2.05, -0.09, -3.08)
H (3.39, 0.99, -2.44)
H (1.80, 1.46, -2.22)
H (3.24, -0.90, -0.90)
H (2.59, 0.53, -0.14)
H (1.77, -2.96, -0.72)
H (-0.79, -3.43, -0.40)
H (-3.06, -2.09, 0.02)
H (-4.02, 0.19, -0.27)
H (-2.48, 2.15, -0.18)
H (-0.04, 1.78, -0.42)
C (0.22, 2.03, 3.67)
C (1.26, 2.67, 2.74)
H (-0.23, 1.17, 3.17)
H (0.61, 1.65, 4.61)
H (-0.58, 2.75, 3.90)
H (1.86, 3.40, 3.26)
H (1.89, 1.90, 2.29)
H (0.69, 3.10, 1.92)

The frontier orbital gap comes out at 8.852 eV. The energy above the lowest of the compared OMol25 structures with the same formula, charge and spin comes out at 13.6 kcal/mol. Its spin multiplicity is 1. The structure (SMILES) is CCc1c[nH]c2ccccc12.CC. The value obtained for the LUMO energy is 0.93 eV.


Entry 8:
C12H17N2 | wB97M-V/def2-TZVPD

Element x y z (Å)
C (3.32, 0.14, -0.60)
C (3.12, -1.20, -0.42)
C (2.30, 1.00, -0.44)
C (1.83, -1.65, -0.13)
C (0.99, 0.57, -0.02)
C (0.73, -0.91, 0.01)
C (-1.25, 1.11, 0.52)
C (-2.07, 0.70, -0.71)
C (-1.51, -1.76, -0.72)
C (0.11, 1.62, 0.31)
C (0.55, 2.93, 0.48)
C (-0.37, -2.71, 1.18)
N (-0.49, -1.62, 0.25)
N (-1.55, -0.49, -1.50)
H (4.38, 0.33, -0.87)
H (3.99, -1.92, -0.49)
H (2.73, 2.01, -0.63)
H (1.71, -2.78, -0.20)
H (-1.94, 1.83, 0.86)
H (-1.31, 0.27, 1.19)
H (-3.11, 0.37, -0.28)
H (-2.35, 1.40, -1.46)
H (-2.47, -1.88, -0.38)
H (1.61, 2.99, 1.12)
H (-0.20, 3.52, 0.88)
H (0.84, 3.40, -0.50)
H (-1.26, -2.63, 1.70)
H (-0.44, -3.75, 0.74)
H (0.48, -2.75, 1.99)
H (-2.18, -0.50, -2.26)
H (-0.64, -0.18, -1.84)

The frontier orbital gap (spin up / spin down) comes out at 7.560 / 6.291 eV. The energy above the lowest of the compared OMol25 structures with the same formula, charge and spin comes out at 121.8 kcal/mol. As for the net charge: +1. Its spin multiplicity is 1. The value obtained for the LUMO energy (spin up / spin down) is -4.04 / -4.10 eV.


Entry 9:
C12H17N2O | wB97M-V/def2-TZVPD

Element x y z (Å)
C (-0.39, 0.74, 4.17)
C (0.68, 0.07, 3.58)
C (-1.62, 0.79, 3.52)
C (0.52, -0.59, 2.39)
C (-1.78, 0.18, 2.30)
C (-0.73, -0.57, 1.74)
C (0.10, -0.31, -1.05)
C (1.05, 1.24, -2.40)
C (1.41, -0.18, -2.86)
C (0.86, -0.53, -4.23)
C (-0.50, 2.02, -0.54)
C (-0.59, -2.60, 0.47)
N (0.16, 0.97, -1.26)
N (-1.05, -1.27, 0.61)
O (0.78, -1.03, -1.85)
H (-0.26, 1.23, 5.12)
H (1.64, 0.07, 4.08)
H (-2.45, 1.32, 3.98)
H (1.36, -1.09, 1.92)
H (-2.73, 0.18, 1.79)
H (1.91, 1.82, -2.06)
H (0.52, 1.81, -3.16)
H (2.48, -0.39, -2.81)
H (-0.21, -0.35, -4.27)
H (1.04, -1.58, -4.45)
H (1.35, 0.07, -4.99)
H (-1.17, 1.59, 0.20)
H (-1.08, 2.64, -1.23)
H (0.24, 2.65, -0.04)
H (-1.27, -3.21, 1.06)
H (-0.69, -2.91, -0.57)
H (0.43, -2.79, 0.84)

The frontier orbital gap (spin up / spin down) comes out at 8.900 / 6.251 eV. The energy above the lowest of the compared OMol25 structures with the same formula, charge and spin comes out at 6.3 kcal/mol. As for the net charge: +1. Its spin multiplicity is 3. The value obtained for the LUMO energy (spin up / spin down) is -2.45 / -6.18 eV. The expectation value of S² is 2.03.


Entry 10:
C12H17N3 | wB97M-V/def2-TZVPD

Element x y z (Å)
C (0.54, 0.04, 2.32)
N (-0.73, -0.50, 1.83)
C (-1.74, 0.53, 1.59)
C (-2.72, -0.29, 0.74)
N (-1.86, -1.34, 0.10)
C (-0.75, -1.31, 0.65)
C (0.36, -2.22, 0.39)
C (1.57, -1.78, -0.45)
C (1.12, -1.16, -1.78)
C (0.63, 0.28, -1.58)
C (1.48, 1.25, -1.08)
C (1.18, 2.56, -0.97)
C (-0.18, 2.88, -1.21)
N (-1.08, 2.01, -1.68)
C (-0.65, 0.79, -1.90)
H (0.43, 0.01, 3.57)
H (1.42, -0.68, 1.98)
H (0.87, 1.12, 1.93)
H (-2.14, 0.84, 2.57)
H (-1.27, 1.36, 1.04)
H (-3.39, -0.86, 1.31)
H (-3.24, 0.21, -0.14)
H (0.74, -2.38, 1.45)
H (-0.08, -3.13, -0.13)
H (2.15, -2.69, -0.63)
H (2.24, -0.97, -0.01)
H (0.35, -1.83, -2.10)
H (1.93, -1.02, -2.54)
H (2.57, 0.95, -0.85)
H (1.95, 3.41, -0.89)
H (-0.53, 3.94, -1.22)
H (-1.19, 0.00, -2.31)

The frontier orbital gap comes out at 9.319 eV. The energy above the lowest of the compared OMol25 structures with the same formula, charge and spin comes out at 52.4 kcal/mol. Its spin multiplicity is 1. The structure (SMILES) is CN1CCN=C1CCCc1cccnc1. The value obtained for the LUMO energy is 0.78 eV.


Entry 11:
C12H18 | wB97M-V/def2-TZVPD

Element x y z (Å)
C (1.82, -2.76, -0.92)
C (1.55, -1.40, -0.33)
C (2.67, -0.55, 0.06)
C (0.36, -0.96, 0.11)
C (0.10, 0.36, 0.86)
C (-0.77, 0.59, 1.88)
C (-2.10, 0.09, 1.76)
C (-0.29, 1.33, 3.08)
C (-0.23, 0.22, -0.42)
C (-0.74, 0.81, -1.50)
C (-1.24, 2.21, -1.52)
C (-0.84, -0.21, -2.68)
H (2.61, -3.19, -0.25)
H (0.94, -3.43, -0.87)
H (2.14, -2.73, -1.93)
H (3.57, -0.69, -0.58)
H (2.43, 0.47, -0.20)
H (3.00, -0.61, 1.09)
H (-2.48, -0.19, 2.76)
H (-2.85, 0.75, 1.32)
H (-2.11, -0.87, 1.34)
H (0.71, 1.84, 3.01)
H (-1.07, 2.08, 3.30)
H (-0.31, 0.68, 3.93)
H (-2.07, 2.38, -2.14)
H (-1.78, 2.40, -0.53)
H (-0.39, 2.93, -1.70)
H (-1.51, 0.08, -3.41)
H (0.14, -0.47, -3.11)
H (-1.30, -1.17, -2.40)

The frontier orbital gap comes out at 6.350 eV. The energy above the lowest of the compared OMol25 structures with the same formula, charge and spin comes out at 191.8 kcal/mol. Its spin multiplicity is 1. The structure (SMILES) is CC(C)=C1C(=C(C)C)C1=C(C)C. The value obtained for the LUMO energy is 0.08 eV.


Entry 12:
C12H18AgIO9 | wB97M-V/def2-TZVPD

Element x y z (Å)
Ag (-0.90, 2.80, 2.17)
I (-1.87, 1.30, 4.37)
C (-5.11, -2.11, 0.25)
C (-3.80, -1.78, 0.94)
C (-2.56, -2.29, 0.17)
O (-1.78, -1.11, -0.06)
C (-2.35, -0.09, 0.58)
O (-1.88, 1.01, 0.65)
O (-3.57, -0.39, 1.04)
H (-5.98, -1.62, 0.67)
H (-5.26, -3.19, 0.20)
H (-5.02, -1.72, -0.77)
H (-3.75, -2.28, 1.91)
H (-2.76, -2.84, -0.75)
H (-2.06, -3.01, 0.82)
C (2.85, 2.17, -3.43)
C (2.45, 3.22, -2.38)
C (1.54, 4.29, -2.98)
O (0.54, 4.49, -1.96)
C (0.62, 3.49, -1.09)
O (-0.16, 3.27, -0.21)
O (1.59, 2.59, -1.44)
H (3.54, 1.53, -2.88)
H (3.36, 2.56, -4.31)
H (1.97, 1.68, -3.82)
H (3.33, 3.67, -1.92)
H (1.04, 3.95, -3.89)
H (2.04, 5.22, -3.24)
C (1.12, -3.38, 2.01)
C (1.86, -2.08, 2.19)
C (2.92, -1.75, 1.13)
O (2.63, -0.38, 0.76)
C (1.47, -0.02, 1.31)
O (1.01, 1.08, 1.22)
O (0.92, -0.99, 2.04)
H (0.30, -3.51, 2.70)
H (1.85, -4.19, 2.04)
H (0.65, -3.41, 1.02)
H (2.36, -2.02, 3.15)
H (2.91, -2.40, 0.25)
H (3.92, -1.75, 1.55)

The frontier orbital gap (spin up / spin down) comes out at 10.327 / 6.491 eV. As for the net charge: +1. Its spin multiplicity is 2. The value obtained for the LUMO energy (spin up / spin down) is -3.01 / -6.69 eV. The expectation value of S² is 0.75.


no.,E_tot (eV)
1,-14205.56151
2,-14207.97701
3,-14207.75419
4,-14209.94260
5,-14207.41218
6,-14208.45107
7,-14209.74915
8,-15688.30959
9,-17736.72217
10,-17187.93786
11,-12727.26813
12,-43257.45519